{
  "formula": "C26H26F6N7O4P2PmS7",
  "method": "wB97M-V/def2-TZVPD",
  "total_charge": -2,
  "orbital_gap_ha": 0.1930,
  "lumo_ev": 3.99,
  "multiplicity": 5,
  "e_tot_ha": -6368.59242,
  "homo_ev": -1.3,
  "s_squared": 6.006,
  "elements": ["Pm", "N", "C", "N", "C", "N", "N", "C", "C", "C", "C", "C", "C", "N", "C", "C", "C", "C", "C", "C", "H", "H", "H", "H", "H", "H", "H", "H", "H", "H", "H", "S", "C", "S", "C", "C", "S", "S", "S", "C", "C", "O", "P", "S", "S", "O", "C", "C", "H", "H", "H", "H", "H", "H", "H", "H", "H", "H", "F", "P", "F", "F", "F", "F", "F", "C", "N", "C", "C", "C", "O", "N", "C", "O", "H", "H", "H", "H", "H"],
  "xyz": [[-0.524, -1.363, 1.008], [-0.180, -0.756, -4.231], [-0.381, -1.589, -3.184], [-0.057, -1.470, -1.930], [0.520, 1.211, -2.013], [0.598, 2.215, -1.058], [-0.969, 1.345, 0.530], [-1.329, 1.772, 1.775], [-2.273, 1.106, 2.575], [-2.835, 1.800, 3.663], [-3.783, 1.182, 4.469], [-4.160, -0.128, 4.146], [-3.558, -0.761, 3.076], [-2.611, -0.171, 2.305], [0.564, 1.501, -3.393], [0.804, 2.845, -3.822], [0.886, 3.190, -5.162], [0.728, 2.210, -6.149], [0.426, 0.916, -5.764], [0.313, 0.555, -4.411], [-0.462, -1.150, -5.122], [-0.905, -2.488, -3.499], [-1.151, 2.819, 2.077], [-2.481, 2.822, 3.860], [-4.218, 1.711, 5.318], [-4.912, -0.681, 4.710], [-3.802, -1.781, 2.805], [0.925, 3.647, -3.090], [1.081, 4.223, -5.439], [0.833, 2.456, -7.203], [0.236, 0.144, -6.512], [-2.054, 0.855, 8.377], [-1.398, 0.313, 6.974], [-0.452, 1.305, 5.897], [-0.246, 0.166, 4.588], [-0.820, -1.117, 4.808], [-0.873, -2.453, 3.774], [-1.585, -1.304, 6.373], [0.516, 0.719, 3.162], [2.326, -5.451, -2.080], [1.344, -5.464, -0.926], [1.794, -4.607, 0.160], [1.895, -2.988, -0.140], [0.970, -0.326, -1.330], [1.981, -2.333, 1.771], [3.420, -2.852, -0.719], [4.571, -3.030, 0.150], [5.132, -1.682, 0.546], [1.982, -6.161, -2.849], [3.342, -5.746, -1.775], [2.382, -4.459, -2.541], [1.243, -6.459, -0.468], [0.336, -5.137, -1.233], [5.282, -3.612, -0.454], [4.287, -3.625, 1.034], [5.414, -1.076, -0.327], [6.035, -1.818, 1.161], [4.379, -1.133, 1.133], [-2.354, -1.398, -0.354], [-2.751, -3.041, -0.313], [-2.581, -2.943, 1.340], [-4.279, -2.634, -0.192], [-3.050, -4.596, -0.207], [-2.777, -3.058, -1.908], [-1.097, -3.353, -0.294], [-1.314, 5.950, -0.496], [-0.493, 4.740, -0.432], [0.761, 4.892, 0.128], [1.782, 3.981, 0.131], [1.852, 2.790, -0.678], [2.912, 2.340, -1.134], [-0.458, 2.405, -0.188], [-1.247, 3.572, -0.297], [-2.461, 3.601, -0.203], [-0.701, 6.793, -0.844], [-1.726, 6.206, 0.492], [-2.145, 5.756, -1.174], [0.898, 5.877, 0.588], [2.703, 4.268, 0.640]],
  "forces_ev_per_angstrom": [[1.516, 1.364, 1.352], [0.057, 0.020, -0.525], [0.338, 0.471, 1.818], [-1.079, -0.926, -1.931], [-0.385, -0.672, -0.379], [1.950, 1.218, 0.597], [-1.327, 0.132, 2.916], [2.282, 0.586, -3.554], [-2.051, -1.525, 1.714], [0.016, 0.184, -0.075], [0.103, -0.197, -0.433], [-0.273, 0.189, 0.218], [0.869, 0.506, -0.729], [-0.340, 0.282, 0.499], [0.034, 0.669, 0.728], [-0.048, 0.214, -0.711], [-0.077, -0.276, 0.390], [0.023, 0.070, -0.317], [0.097, 0.131, 0.504], [0.132, 0.103, -0.903], [0.026, 0.010, 0.423], [-0.037, -0.070, 0.231], [0.062, -0.542, -0.347], [-0.269, -0.524, -0.025], [0.150, -0.209, -0.174], [0.253, 0.289, -0.046], [0.046, 0.116, 0.116], [-0.013, -0.444, -0.049], [0.007, -0.115, 0.026], [-0.070, -0.014, 0.128], [0.087, 0.175, 0.033], [-0.299, 0.267, 0.755], [0.609, -0.193, -1.057], [-0.402, -0.608, 0.483], [-1.117, -2.355, 0.833], [1.002, 2.647, 0.064], [0.039, -0.711, -0.459], [0.086, 0.705, -0.005], [0.233, 0.126, -0.424], [-0.047, -0.335, -0.509], [0.098, 0.596, 0.907], [-0.146, -1.177, -0.513], [0.395, -0.175, 0.387], [0.666, 0.495, -0.566], [-0.253, 0.140, 0.276], [0.727, -0.019, 0.239], [-0.494, -0.172, -0.536], [0.148, 0.266, 0.224], [0.104, 0.135, 0.115], [-0.344, 0.124, 0.063], [0.008, -0.170, 0.140], [0.106, 0.228, -0.229], [0.344, -0.076, -0.090], [0.003, 0.097, 0.192], [0.090, 0.231, -0.289], [-0.188, -0.221, 0.125], [-0.207, 0.013, -0.062], [0.324, -0.156, -0.238], [-0.977, -0.761, -0.562], [0.083, -0.149, 0.123], [-0.135, 0.049, -0.798], [0.015, -0.155, -0.101], [-0.051, 0.100, -0.097], [0.023, -0.087, 0.479], [-1.101, -0.165, -0.130], [0.043, 0.142, -0.012], [-0.414, 0.518, -0.093], [1.362, -1.030, 0.007], [-0.730, 2.048, 0.756], [0.118, -2.334, -1.393], [-1.444, 0.960, 0.756], [-0.757, 2.184, 0.211], [0.208, -1.703, -0.121], [0.397, 0.205, 0.081], [-0.187, -0.337, -0.045], [0.033, -0.112, -0.193], [0.148, 0.203, 0.079], [0.096, -0.377, -0.076], [-0.295, -0.114, -0.193]],
  "lowdin_charge": [1.288, 0.069, -0.272, -0.416, -0.504, -0.072, -0.004, -0.253, -0.363, -0.040, -0.058, -0.066, -0.144, 0.042, -0.175, -0.038, -0.135, -0.156, -0.076, -0.197, 0.118, 0.112, 0.124, 0.120, 0.112, 0.107, 0.095, 0.100, 0.084, 0.075, 0.096, 0.405, -1.536, 0.854, -1.130, -1.181, 0.456, 0.859, 0.600, -0.108, -0.305, -0.420, 0.358, 0.868, 0.184, -0.418, -0.341, -0.110, 0.068, 0.076, 0.063, 0.110, 0.097, 0.105, 0.082, 0.077, 0.068, 0.040, -0.284, 0.221, -0.261, -0.107, -0.108, -0.111, -0.283, -0.050, -0.065, -0.073, 0.016, -0.412, 0.053, -0.068, -0.433, 0.073, 0.086, 0.094, 0.089, 0.117, 0.110]
}

---

{
  "formula": "C26H26FIN2O11S",
  "method": "wB97M-V/def2-TZVPD",
  "orbital_gap_ha": 0.3140,
  "lumo_ev": -0.66,
  "e_tot_ha": -2739.01567,
  "homo_ev": -9.2,
  "elements": ["C", "C", "C", "C", "I", "O", "S", "O", "O", "O", "C", "O", "C", "C", "O", "F", "O", "C", "C", "C", "C", "C", "C", "C", "H", "H", "H", "H", "H", "H", "H", "H", "H", "H", "H", "H", "H", "H", "H", "H", "C", "C", "C", "C", "C", "C", "N", "O", "O", "H", "H", "H", "H", "H", "C", "C", "C", "C", "C", "C", "N", "O", "O", "H", "H", "H", "H", "H"],
  "xyz": [[0.073, 1.393, -3.439], [1.467, 2.061, -3.272], [2.028, 1.984, -1.839], [2.334, 0.584, -1.312], [0.469, -0.185, -0.333], [2.703, -0.451, -2.209], [3.132, -1.760, -1.332], [2.238, -2.857, -1.284], [4.359, -2.176, -1.929], [3.332, -0.992, 0.091], [3.408, 0.439, -0.176], [2.961, 1.073, 0.963], [4.900, 0.625, -0.528], [5.199, 1.839, -1.397], [5.225, 2.974, -0.995], [5.476, 1.560, -2.683], [2.330, 1.478, -4.226], [2.454, 2.223, -5.433], [3.892, 2.741, -5.513], [4.170, 4.063, -5.277], [5.500, 4.457, -5.322], [6.490, 3.549, -5.577], [6.178, 2.229, -5.831], [4.869, 1.808, -5.796], [-0.357, 1.655, -4.409], [0.220, 0.314, -3.340], [-0.566, 1.728, -2.614], [1.278, 3.131, -3.460], [2.874, 2.682, -1.785], [1.252, 2.397, -1.186], [2.987, 2.030, 0.820], [5.367, -0.253, -0.979], [5.422, 0.799, 0.421], [1.715, 3.026, -5.546], [2.300, 1.540, -6.281], [3.373, 4.768, -5.061], [5.712, 5.505, -5.120], [7.531, 3.859, -5.583], [6.949, 1.488, -6.028], [4.606, 0.771, -5.984], [-5.169, -4.298, 1.236], [-4.493, -4.200, 2.445], [-3.589, -3.172, 2.654], [-3.377, -2.247, 1.645], [-4.037, -2.336, 0.432], [-4.938, -3.370, 0.230], [-2.439, -1.142, 1.872], [-1.859, -1.099, 2.935], [-2.297, -0.326, 0.977], [-5.879, -5.100, 1.079], [-4.674, -4.925, 3.227], [-3.065, -3.099, 3.596], [-3.862, -1.614, -0.352], [-5.463, -3.450, -0.713], [-5.523, -0.255, 8.318], [-4.667, -1.348, 8.362], [-4.844, -2.403, 7.482], [-5.879, -2.349, 6.565], [-6.744, -1.270, 6.515], [-6.563, -0.219, 7.399], [-6.055, -3.454, 5.615], [-5.289, -4.397, 5.697], [-6.951, -3.362, 4.802], [-5.379, 0.571, 9.003], [-3.858, -1.374, 9.080], [-4.176, -3.252, 7.518], [-7.552, -1.237, 5.798], [-7.230, 0.632, 7.369]],
  "forces_ev_per_angstrom": [[0.821, 0.158, 0.770], [-1.529, -0.295, -0.168], [0.076, -0.054, -0.798], [-0.485, -0.760, 1.214], [-0.365, 0.723, -0.051], [-0.148, -0.066, 0.357], [1.828, -1.373, -1.382], [-1.423, 1.065, 0.938], [0.777, 1.063, 0.518], [-0.313, -0.485, -0.901], [-0.732, -0.586, -0.466], [0.783, 0.006, 0.137], [0.672, 1.020, -0.382], [0.173, 1.278, 0.824], [-0.131, -1.358, -0.694], [-0.199, -0.036, 0.597], [-0.089, 0.625, 0.219], [0.979, -0.188, -0.561], [-2.124, -0.579, -0.132], [0.435, 0.029, -0.039], [-0.628, 1.189, 0.430], [0.974, -0.005, -0.146], [0.298, -0.829, -0.015], [0.301, 0.065, -0.121], [0.075, -0.100, 0.151], [-0.288, 0.120, -0.234], [-0.181, -0.086, -0.345], [0.549, -0.116, -0.056], [0.124, -0.445, -0.011], [0.219, -0.051, -0.055], [0.094, -0.030, 0.039], [-0.537, -0.005, -0.089], [-0.225, 0.034, -0.120], [0.087, -0.071, 0.351], [-0.097, 0.007, 0.278], [0.110, -0.040, -0.040], [0.262, -0.179, -0.077], [-0.128, 0.027, -0.023], [0.061, 0.249, -0.011], [-0.001, 0.134, 0.058], [0.015, 0.035, -0.034], [-0.062, -0.066, -0.126], [0.042, -0.074, 0.260], [-0.232, -0.233, -0.061], [-0.058, 0.105, -0.263], [0.001, -0.077, 0.146], [0.033, 0.018, 0.034], [0.009, 0.016, 0.011], [-0.067, -0.054, 0.016], [0.015, 0.009, 0.010], [0.012, 0.059, 0.036], [0.059, 0.120, -0.065], [0.102, 0.064, 0.113], [0.028, 0.029, -0.002], [-0.001, 0.009, 0.010], [-0.111, 0.093, -0.034], [0.221, -0.122, 0.103], [0.072, 0.263, 0.218], [-0.218, 0.137, -0.118], [0.124, -0.046, 0.080], [-0.035, -0.095, -0.066], [-0.027, 0.054, -0.015], [0.042, -0.039, 0.016], [-0.006, -0.017, -0.007], [-0.003, -0.030, -0.021], [-0.088, -0.047, -0.129], [0.069, -0.142, -0.051], [-0.008, -0.026, -0.025]],
  "lowdin_charge": [-0.057, -0.382, -0.121, -0.617, 1.210, -0.198, 0.588, -0.235, -0.229, -0.186, -0.558, 0.031, 0.031, -0.425, 0.144, 0.136, -0.103, -0.146, -0.213, -0.041, -0.089, -0.099, -0.087, -0.048, 0.083, 0.058, 0.061, 0.144, 0.120, 0.103, 0.132, 0.123, 0.154, 0.125, 0.129, 0.114, 0.106, 0.106, 0.109, 0.126, -0.061, -0.067, 0.000, -0.145, -0.002, -0.063, -0.351, 0.083, -0.060, 0.110, 0.098, 0.120, 0.119, 0.108, -0.070, -0.064, -0.002, -0.147, -0.003, -0.064, -0.345, 0.064, 0.081, 0.108, 0.109, 0.120, 0.120, 0.109]
}

---

{
  "formula": "C26H26FN5O2",
  "method": "wB97M-V/def2-TZVPD",
  "orbital_gap_ha": 0.3009,
  "lumo_ev": 0.64,
  "smiles": "CN1CCN(c2ccc(NC(=O)c3ccc4c(c3)[nH]c(=O)n4Cc3ccc(F)cc3)cc2)CC1",
  "e_tot_ha": -1530.56861,
  "homo_ev": -7.6,
  "elements": ["C", "N", "C", "C", "N", "C", "C", "C", "C", "C", "C", "H", "H", "N", "C", "O", "C", "C", "C", "C", "C", "C", "H", "H", "N", "C", "O", "N", "H", "C", "C", "C", "C", "C", "C", "C", "H", "H", "F", "H", "H", "H", "H", "H", "H", "H", "H", "C", "C", "H", "H", "H", "H", "H", "H", "H", "H", "H", "H", "H"],
  "xyz": [[0.110, 4.111, -0.544], [0.025, 3.597, 0.808], [0.997, 2.551, 1.059], [0.917, 2.141, 2.532], [-0.407, 1.682, 2.895], [-0.770, 0.357, 2.730], [-2.000, -0.098, 3.228], [-2.410, -1.403, 3.062], [-1.598, -2.319, 2.402], [-0.332, -1.910, 1.999], [0.072, -0.600, 2.149], [1.049, -0.326, 1.784], [0.333, -2.621, 1.535], [-2.063, -3.618, 2.106], [-2.043, -4.205, 0.877], [-2.380, -5.357, 0.709], [-1.574, -3.288, -0.210], [-2.205, -2.057, -0.379], [-1.639, -1.171, -1.266], [-0.468, -1.489, -1.980], [0.104, -2.744, -1.873], [-0.468, -3.637, -0.980], [-0.034, -4.616, -0.846], [0.976, -3.021, -2.444], [-0.122, -0.370, -2.707], [-1.018, 0.649, -2.452], [-0.975, 1.774, -2.893], [-1.962, 0.128, -1.595], [-2.750, 0.649, -1.250], [1.106, -0.139, -3.434], [2.118, 0.533, -2.537], [2.463, 1.863, -2.736], [3.354, 2.495, -1.888], [3.885, 1.781, -0.831], [3.550, 0.459, -0.600], [2.662, -0.160, -1.460], [2.386, -1.189, -1.288], [3.980, -0.066, 0.238], [4.749, 2.392, 0.008], [3.633, 3.526, -2.034], [2.023, 2.412, -3.554], [1.476, -1.099, -3.800], [0.871, 0.509, -4.282], [-3.088, -1.799, 0.183], [-2.494, -4.154, 2.848], [-3.375, -1.715, 3.434], [-2.648, 0.583, 3.758], [-1.370, 2.727, 2.610], [-1.306, 3.122, 1.130], [-2.019, 3.925, 0.932], [-1.585, 2.246, 0.511], [-2.379, 2.402, 2.858], [-1.118, 3.598, 3.222], [1.660, 1.382, 2.772], [1.124, 3.026, 3.142], [1.992, 2.946, 0.845], [0.825, 1.671, 0.409], [-0.129, 3.359, -1.309], [1.121, 4.476, -0.715], [-0.583, 4.945, -0.646]],
  "forces_ev_per_angstrom": [[-0.023, -0.061, 0.005], [-0.047, -0.012, 0.087], [0.093, -0.004, 0.246], [0.233, -0.055, -0.281], [0.143, 0.265, 0.277], [-0.091, -0.399, 0.053], [0.017, 0.147, -0.037], [0.131, -0.200, -0.212], [0.305, 0.375, 0.251], [-0.198, -0.138, 0.329], [0.029, 0.202, -0.014], [0.085, 0.075, -0.059], [0.055, -0.048, -0.050], [-0.244, -0.141, 0.547], [-0.031, 0.010, -0.154], [0.037, -0.194, -0.125], [-0.034, -0.148, -0.446], [0.118, 0.011, -0.381], [0.242, -0.472, 0.094], [-0.314, -0.354, 0.371], [0.003, 0.257, -0.079], [-0.251, -0.119, 0.252], [0.045, -0.105, 0.023], [0.107, -0.013, -0.055], [-0.240, -0.093, -0.149], [-0.158, 0.203, -0.046], [0.078, 0.384, -0.256], [-0.139, -0.007, 0.040], [0.131, 0.079, -0.081], [0.128, 0.227, 0.061], [0.003, -0.002, -0.134], [0.000, -0.184, 0.045], [0.202, 0.001, 0.233], [-0.082, -0.034, -0.139], [0.109, 0.150, 0.094], [0.025, 0.119, -0.094], [-0.014, -0.125, 0.030], [0.072, -0.038, 0.095], [-0.077, -0.037, -0.055], [0.044, 0.115, 0.014], [-0.076, 0.063, -0.095], [-0.088, 0.083, -0.039], [0.054, -0.159, 0.042], [-0.049, 0.064, 0.146], [0.076, -0.054, -0.173], [-0.122, -0.024, -0.001], [-0.030, 0.068, 0.062], [-0.280, 0.105, -0.324], [-0.053, 0.109, 0.282], [-0.042, -0.032, -0.027], [-0.013, 0.036, -0.003], [0.047, 0.038, 0.048], [-0.096, -0.010, -0.025], [0.003, 0.026, 0.029], [0.074, -0.063, -0.041], [0.015, -0.049, -0.022], [0.042, 0.038, -0.014], [0.008, -0.004, -0.003], [0.060, 0.064, -0.064], [-0.020, 0.068, -0.078]],
  "lowdin_charge": [-0.082, -0.217, -0.178, -0.141, -0.097, -0.226, -0.018, -0.026, -0.281, -0.021, -0.005, 0.094, 0.122, 0.136, -0.450, 0.077, -0.166, 0.045, -0.160, -0.149, -0.005, -0.027, 0.122, 0.110, 0.048, -0.481, 0.069, 0.197, 0.163, -0.068, -0.200, -0.023, -0.008, -0.295, -0.008, -0.025, 0.107, 0.120, 0.057, 0.121, 0.121, 0.131, 0.133, 0.134, 0.159, 0.115, 0.105, -0.140, -0.175, 0.123, 0.117, 0.106, 0.127, 0.117, 0.128, 0.115, 0.120, 0.067, 0.080, 0.086]
}